A single C6H8N2O molecule. Source: OMol25; level of theory: ωB97M-V/def2-TZVPD.

```
17
Properties=species:S:1:pos:R:3:forces:R:3:lowdin_charge:R:1
C -2.14397 0.18225 0.75499 -2.431 2.046 -3.601 -0.031
C -1.45812 -0.81663 -0.19678 -2.935 -0.702 0.587 -0.393
O -2.16672 -1.56997 -0.85683 1.655 0.839 0.514 0.077
C 0.01237 -0.88692 -0.09093 -0.125 -1.715 -0.480 -0.296
N 0.67771 -2.03630 0.13536 0.255 3.173 -0.686 0.127
C 1.97203 -1.54828 0.13743 2.727 -6.852 0.650 -0.182
C 2.09607 -0.21648 -0.08024 2.834 0.834 0.642 -0.116
N 0.83823 0.16196 -0.23288 -2.429 2.512 0.177 -0.127
C 0.47952 1.58731 -0.42001 -2.342 -3.072 -4.241 0.012
H -3.33004 -0.08615 0.95747 3.593 0.515 0.056 0.150
H -2.24944 1.17972 0.01780 0.089 -2.337 1.791 0.124
H -1.40733 0.53243 1.45514 -0.515 -0.111 1.221 0.046
H 2.70706 -2.60005 0.21448 -1.402 4.105 -0.055 0.169
H 2.90487 0.60473 0.00936 -1.291 -2.062 -0.409 0.156
H 1.30677 1.96115 -0.95828 1.000 1.283 0.273 0.069
H 0.10401 1.98495 0.46772 -0.207 1.198 1.134 0.063
H -0.34301 1.56626 -1.31380 1.523 0.346 2.428 0.152
```
Positions in Å, forces in eV/Å.

energy relative to the best compared isomer or geometry (same formula, charge and spin): 65.7 kcal per mole
structure (SMILES): CC(=O)c1nccn1C
highest occupied orbital energy: -9.10 eV
total energy: -11376.4982 eV
orbital gap: 9.6 eV
E_LUMO: 0.528 eV